{"formula": "C55H131F3N8O3", "method": "wB97M-V/def2-TZVPD", "species": ["C", "C", "O", "C", "O", "C", "F", "F", "F", "H", "H", "H", "H", "H", "C", "C", "N", "C", "C", "C", "C", "H", "H", "H", "H", "H", "H", "H", "H", "H", "H", "H", "H", "H", "H", "H", "C", "C", "N", "C", "C", "C", "C", "H", "H", "H", "H", "H", "H", "H", "H", "H", "H", "H", "H", "H", "H", "H", "C", "C", "N", "C", "C", "C", "C", "H", "H", "H", "H", "H", "H", "H", "H", "H", "H", "H", "H", "H", "H", "H", "C", "C", "N", "C", "C", "C", "C", "H", "H", "H", "H", "H", "H", "H", "H", "H", "H", "H", "H", "H", "H", "H", "C", "C", "N", "C", "C", "C", "C", "H", "H", "H", "H", "H", "H", "H", "H", "H", "H", "H", "H", "H", "H", "H", "C", "C", "N", "C", "C", "C", "C", "H", "H", "H", "H", "H", "H", "H", "H", "H", "H", "H", "H", "H", "H", "H", "C", "C", "N", "C", "C", "C", "C", "H", "H", "H", "H", "H", "H", "H", "H", "H", "H", "H", "H", "H", "H", "H", "C", "C", "N", "C", "C", "C", "C", "H", "H", "H", "H", "H", "H", "H", "H", "H", "H", "H", "H", "H", "H", "H", "C", "C", "C", "O", "H", "H", "H", "H", "H", "H"], "positions_angstrom": [[9.4342, 6.8964, 5.7625], [9.2930, 5.8730, 4.6269], [8.1886, 5.0413, 4.9103], [7.9226, 4.0242, 4.1335], [8.4923, 3.7360, 3.0774], [6.7510, 3.1690, 4.5559], [6.0333, 2.9437, 3.4763], [7.1217, 1.9702, 4.9253], [6.0298, 3.7517, 5.4740], [8.5670, 7.5510, 5.8499], [10.3138, 7.4917, 5.5174], [9.6080, 6.3910, 6.7124], [10.2207, 5.3017, 4.6593], [9.2817, 6.3698, 3.6568], [-0.0076, 3.6189, -6.2789], [-1.0201, 4.2182, -5.2692], [-2.0897, 5.0223, -5.8894], [-2.8525, 4.3602, -6.9674], [-3.6168, 3.1583, -6.4562], [-1.5816, 6.2883, -6.4068], [-2.6598, 7.3813, -6.5232], [0.3919, 4.3798, -6.9494], [-0.4390, 2.9457, -7.0196], [0.7346, 3.0783, -5.6916], [-1.6140, 3.4330, -4.8014], [-0.4947, 4.8131, -4.5221], [-3.5538, 5.0822, -7.3858], [-2.1887, 4.1205, -7.7980], [-4.2404, 3.4719, -5.6190], [-4.2651, 2.8903, -7.2905], [-2.9510, 2.3417, -6.1768], [-1.0951, 6.0796, -7.3596], [-0.9234, 6.7017, -5.6426], [-3.2381, 7.0868, -7.3989], [-2.1714, 8.3554, -6.5519], [-3.3157, 7.5769, -5.6748], [-7.8262, -5.0254, -1.0164], [-7.6964, -5.7232, 0.3112], [-7.3382, -4.7625, 1.3571], [-8.5099, -4.1562, 1.9791], [-8.1422, -2.9950, 2.8693], [-6.4711, -5.4851, 2.3239], [-5.0288, -5.6272, 1.7986], [-8.0903, -5.7419, -1.7942], [-6.8763, -4.6022, -1.3430], [-8.5466, -4.2078, -0.9916], [-8.5849, -6.3367, 0.4603], [-6.8994, -6.4568, 0.1896], [-9.0367, -3.7630, 1.1096], [-9.0785, -4.9616, 2.4440], [-7.2928, -2.4516, 2.4554], [-8.9963, -2.3284, 2.9885], [-7.8627, -3.2963, 3.8788], [-6.7699, -6.4743, 2.6707], [-6.4270, -4.9014, 3.2434], [-4.6347, -4.6624, 1.4795], [-4.9662, -6.3510, 0.9860], [-4.3725, -5.8766, 2.6324], [-3.3465, 0.1488, -0.8126], [-2.1745, 0.4723, 0.1459], [-0.8519, 0.4552, -0.5121], [0.1705, 1.1318, 0.3140], [-0.1138, 2.5838, 0.6972], [-0.4507, -0.9447, -0.8332], [0.7914, -1.0298, -1.7565], [-3.2425, 0.5971, -1.8007], [-4.2810, 0.4747, -0.3559], [-3.4553, -0.9276, -0.9452], [-2.3995, 1.4560, 0.5581], [-2.1449, -0.2542, 0.9580], [0.4236, 0.6210, 1.2431], [1.0689, 1.1139, -0.3031], [-0.5674, 3.1357, -0.1260], [-0.8377, 2.5985, 1.5120], [0.8624, 2.9806, 0.9759], [-1.2310, -1.4715, -1.3826], [-0.1485, -1.5300, 0.0352], [0.9956, -2.0876, -1.9217], [1.6811, -0.5097, -1.4014], [0.4447, -0.5986, -2.6956], [-1.0630, -7.7212, -3.3272], [-1.2539, -7.9188, -4.8788], [-2.5682, -7.5011, -5.3949], [-2.8910, -6.1302, -5.1219], [-2.0052, -5.1908, -5.9491], [-3.7260, -8.2856, -4.9073], [-3.6258, -9.7107, -5.4674], [-0.1743, -8.2344, -2.9601], [-1.8060, -8.2472, -2.7276], [-1.0074, -6.6710, -3.0407], [-0.3974, -7.4333, -5.3464], [-1.0899, -8.9656, -5.1346], [-2.8150, -5.8676, -4.0668], [-3.8960, -5.8871, -5.4669], [-2.1969, -4.1465, -5.7026], [-2.4925, -5.2947, -6.9185], [-0.9521, -5.4543, -6.0471], [-3.7909, -8.2715, -3.8193], [-4.7084, -7.9485, -5.2380], [-3.2676, -9.7244, -6.4968], [-2.8496, -10.2169, -4.8934], [-4.5245, -10.3255, -5.4176], [-4.2512, 6.0038, 6.6394], [-3.5235, 4.7039, 6.1375], [-3.9623, 3.4716, 6.8418], [-5.4343, 3.2387, 6.8509], [-5.8852, 2.1670, 7.8663], [-3.1751, 2.3373, 6.3375], [-1.6961, 2.3669, 6.6747], [-5.2361, 6.1402, 6.1928], [-3.6011, 6.8456, 6.4011], [-4.4272, 5.9150, 7.7115], [-3.7610, 4.5186, 5.0899], [-2.4498, 4.8912, 6.1512], [-5.9582, 4.1732, 7.0517], [-5.7513, 2.9022, 5.8638], [-5.4503, 2.2630, 8.8611], [-6.9686, 2.2066, 7.9796], [-5.6955, 1.2062, 7.3876], [-3.2805, 2.2014, 5.2611], [-3.5468, 1.4135, 6.7808], [-1.4273, 2.4771, 7.7253], [-1.1468, 3.1283, 6.1210], [-1.4519, 1.3691, 6.3102], [4.2512, 11.8942, 1.2170], [2.8892, 11.5669, 1.9701], [2.7904, 10.2313, 2.5139], [3.8166, 9.7737, 3.4465], [3.8728, 10.5045, 4.7355], [1.4373, 9.8593, 2.8546], [0.4369, 9.9001, 1.6831], [4.4978, 11.0780, 0.5380], [5.0755, 11.9977, 1.9228], [4.2149, 12.8623, 0.7175], [2.7967, 12.2362, 2.8254], [2.0801, 11.8308, 1.2890], [3.6566, 8.7091, 3.6173], [4.8069, 9.8274, 2.9942], [4.3396, 11.4850, 4.6409], [2.9033, 10.5068, 5.2337], [4.4964, 9.9453, 5.4330], [0.9807, 10.3765, 3.6985], [1.4408, 8.8121, 3.1570], [0.8703, 9.6779, 0.7080], [-0.1158, 10.8388, 1.6460], [-0.2781, 9.1012, 1.8801], [4.5724, -5.7380, 2.1678], [4.2876, -6.4986, 3.4862], [3.2828, -7.5376, 3.3510], [2.8701, -8.1160, 4.6380], [2.0387, -7.1122, 5.4537], [3.6508, -8.6636, 2.4780], [4.9173, -9.4265, 2.9049], [3.6134, -5.5295, 1.6935], [5.1394, -6.4093, 1.5228], [5.0874, -4.7789, 2.2226], [5.2502, -6.8806, 3.8262], [3.9057, -5.7736, 4.2050], [2.1255, -8.8768, 4.4038], [3.6266, -8.5191, 5.3112], [2.5068, -6.1721, 5.7456], [1.1526, -6.8219, 4.8893], [1.6254, -7.5629, 6.3560], [3.7846, -8.2565, 1.4757], [2.7801, -9.3150, 2.4039], [4.7442, -9.7892, 3.9181], [5.8452, -8.8559, 2.8648], [5.0033, -10.1725, 2.1148], [6.4037, -8.2709, -4.8852], [6.3328, -6.8122, -5.3353], [7.5868, -6.1052, -5.1795], [7.3046, -4.6863, -5.4468], [6.9190, -4.0035, -4.1786], [8.5351, -6.5989, -6.1113], [9.8923, -6.0349, -5.8207], [6.9085, -8.3841, -3.9258], [6.9061, -8.8818, -5.6352], [5.3814, -8.5680, -4.6515], [5.9376, -6.7486, -6.3491], [5.6067, -6.2666, -4.7325], [6.4710, -4.6632, -6.1486], [8.0713, -4.1127, -5.9676], [6.2998, -4.6486, -3.5553], [6.4194, -3.0874, -4.4938], [7.7407, -3.5689, -3.6094], [8.6471, -7.6815, -6.0523], [8.1704, -6.4450, -7.1269], [10.0774, -6.0960, -4.7483], [10.6611, -6.4911, -6.4443], [9.9383, -4.9905, -6.1294], [-7.3620, 8.5675, -0.9638], [-6.4882, 7.5323, -0.2698], [-5.3990, 6.9489, -1.0837], [-6.7914, 7.1505, 0.8346], [-7.7839, 8.1877, -1.8943], [-6.6898, 9.3785, -1.2439], [-8.1336, 8.8808, -0.2606], [-4.6288, 6.4741, -0.4758], [-4.8504, 7.6704, -1.6891], [-5.7836, 6.2083, -1.7850]], "forces_ev_per_a": [[-0.176, -0.298, -0.552], [1.599, 0.979, 0.798], [-0.796, -0.151, 0.520], [2.136, -0.387, -3.301], [-0.854, 0.757, 2.392], [0.238, 0.047, -0.972], [-1.328, 0.455, -1.044], [0.876, -1.105, 1.381], [-0.842, 0.278, 1.027], [0.026, -0.033, -0.023], [-0.032, 0.139, 0.151], [-0.059, 0.034, -0.030], [-0.155, -0.456, -0.259], [-0.638, -0.256, -0.090], [-0.515, 0.150, 0.193], [-1.079, -0.582, -1.559], [-0.121, 0.854, -0.284], [0.579, 0.268, 1.117], [-0.078, 0.459, -0.654], [-0.779, 0.397, 1.769], [0.280, -0.296, -0.490], [0.604, 0.262, 0.533], [-0.375, -0.425, 0.446], [0.346, 0.133, -0.409], [0.674, -0.311, 0.474], [-0.204, -0.002, 0.014], [-0.077, 0.044, 0.248], [0.194, -0.374, -0.293], [0.067, -0.186, 0.083], [-0.113, -0.605, 0.200], [-0.229, -0.082, -0.027], [0.366, 0.672, -0.235], [0.726, -0.366, -0.278], [-0.331, 1.017, -0.049], [0.118, 0.027, -1.053], [-0.058, -1.057, 0.278], [0.139, 0.144, -0.736], [0.463, 0.387, -0.811], [0.900, -2.003, 0.768], [0.646, -0.172, -1.129], [-0.143, 0.031, 0.655], [0.944, 1.168, 0.078], [-0.291, 0.577, 0.451], [-0.348, 0.026, -0.062], [0.105, 0.112, 0.238], [-0.138, -0.101, -0.081], [-0.447, 0.127, 0.680], [0.136, 0.071, 0.227], [-0.578, -0.023, 0.222], [-0.551, 0.221, 0.392], [-0.138, 0.067, -0.152], [0.053, 0.114, -0.081], [0.045, -0.127, 0.017], [-0.785, -0.302, -0.350], [0.023, 0.211, -0.025], [-0.264, 0.052, -0.372], [0.251, 0.022, 0.124], [-0.009, -0.598, -0.063], [0.295, -0.500, 0.501], [-0.091, -0.125, -0.983], [-0.251, -0.367, 0.464], [0.014, -0.007, -1.035], [-0.373, -0.794, -0.338], [1.302, 0.769, -0.320], [-1.213, 0.312, -0.229], [0.140, 0.187, 0.144], [-0.022, 0.138, -0.063], [0.066, -0.065, -0.134], [0.426, 0.005, 0.037], [-0.323, -0.086, 0.427], [-0.121, -0.581, 0.242], [0.107, 0.073, 0.146], [0.282, 0.101, -0.124], [0.294, 0.304, 0.234], [-0.331, 0.455, 0.210], [-0.281, 0.218, 0.337], [-0.560, -0.014, 0.708], [0.234, 0.048, -0.009], [-0.121, -0.155, 0.032], [0.519, 0.085, -0.252], [0.015, -0.751, -0.446], [-0.158, -0.325, 1.537], [-1.103, -0.041, 0.002], [1.254, 1.457, -0.226], [-1.180, -0.064, -0.757], [0.419, -1.526, -0.820], [0.818, -0.381, 0.662], [0.494, 0.268, -0.405], [-0.565, 0.347, -0.185], [-0.065, -0.105, 0.017], [-0.472, 0.465, -0.386], [-0.267, -0.078, 0.111], [-0.178, -0.097, 0.418], [-0.154, -0.395, 0.296], [0.473, 0.024, 0.366], [0.650, 0.067, -0.535], [-0.125, 0.198, 0.305], [0.086, -0.206, 0.306], [0.411, 0.962, -0.360], [-0.175, 0.327, -0.073], [-0.046, -0.417, -0.019], [-0.134, 0.280, 0.201], [0.468, -1.215, -0.303], [-1.822, 0.213, 0.147], [0.561, 0.273, 0.469], [0.921, 0.062, 0.285], [-0.096, 0.198, -0.880], [-0.755, 0.454, 1.216], [-0.111, -0.190, -0.582], [0.157, 0.047, -0.228], [-0.274, 0.151, 0.166], [0.317, 0.193, 0.104], [-0.044, 0.414, -0.608], [-0.028, -0.491, 0.557], [0.269, 0.056, 0.032], [-0.239, -0.007, -0.396], [0.257, -0.050, -0.222], [-0.081, 0.158, -0.023], [0.230, -0.262, 0.585], [-0.090, 0.150, -0.505], [-0.316, 0.084, 0.101], [-0.401, -0.145, 0.042], [0.048, -0.160, -0.125], [1.033, 0.065, 0.154], [-0.872, -0.496, 1.132], [1.693, 0.862, 0.150], [-0.107, -0.690, -1.197], [-0.144, -0.072, -1.018], [0.259, -0.112, 1.397], [-0.206, -0.920, -0.619], [-0.125, -0.039, 0.385], [-0.063, 0.172, -0.193], [0.024, -0.209, 0.158], [-0.309, -0.177, -0.233], [-0.009, 0.813, 0.023], [-0.140, -0.556, 0.073], [-0.233, -0.065, 0.005], [-0.031, 0.086, -0.404], [-0.430, 0.188, 0.071], [-0.121, 0.541, -0.111], [0.283, -0.034, 0.032], [0.081, 0.541, 0.305], [0.383, -0.109, 0.190], [0.268, 0.133, 0.112], [0.060, 0.016, -0.179], [-0.260, 0.123, -0.081], [-0.734, -0.819, -0.086], [0.266, 0.983, -0.493], [-0.079, -1.068, 0.418], [-1.495, 1.597, 0.383], [-0.621, 0.243, -0.001], [0.680, 1.338, -0.230], [-0.863, 0.181, -0.698], [-0.054, -0.059, -0.178], [0.052, 0.216, -0.269], [0.188, -0.219, 0.544], [0.170, -0.140, 0.478], [0.149, -0.138, 0.152], [0.392, -0.443, -0.036], [0.533, -0.178, -0.310], [0.385, -0.197, -0.001], [0.034, 0.023, -0.288], [0.294, -0.183, 0.161], [0.103, -0.029, -0.150], [0.125, -0.180, 0.188], [0.398, -0.549, -0.254], [-0.198, 0.286, 0.098], [0.273, -0.663, 0.567], [-0.326, 0.545, 0.322], [-0.152, -0.299, 1.143], [-0.339, 0.456, -0.202], [-0.148, -0.372, -0.036], [-0.162, 1.423, 0.049], [0.828, -1.057, -0.378], [0.433, 0.847, -0.816], [0.360, 0.230, -0.093], [-0.370, -0.254, 0.156], [-0.031, -0.519, -0.550], [0.089, -0.040, -0.540], [-0.152, -0.190, 0.173], [-0.353, 0.176, -0.187], [0.448, -0.458, 0.210], [-0.042, 0.339, 0.050], [-0.758, -0.005, 0.312], [0.363, -0.719, 0.145], [-0.318, -0.152, 0.352], [0.211, 0.365, -0.613], [0.286, -0.149, -0.154], [0.115, -0.374, 0.357], [0.016, 0.207, 0.303], [0.628, -0.041, 0.316], [-1.632, 0.075, -0.288], [1.533, -0.326, -0.249], [0.525, -0.102, 0.228], [-0.050, -0.139, 0.057], [-0.230, 0.350, -0.006], [0.053, 0.118, -0.259], [-0.283, -0.196, 0.205], [-0.312, 0.299, -0.075], [-0.222, -0.046, 0.066]], "multiplicity": 1, "gap_ev": 8.4, "relative_energy_kcal_mol": 26.88, "smiles": "CCOC(=O)C(F)(F)F.CCN(CC)CC.CCN(CC)CC.CCN(CC)CC.CCN(CC)CC.CCN(CC)CC.CCN(CC)CC.CCN(CC)CC.CCN(CC)CC.CC(C)=O"}